Version a
{
  "formula": "C4H7N2S",
  "method": "wB97M-V/def2-TZVPD",
  "molar_mass_g_mol": 115.2,
  "homo_energy_ev": -13.744,
  "charge": 1,
  "homo_lumo_gap_ha": 0.2937,
  "symbols": ["C", "C", "C", "C", "N", "N", "S", "H", "H", "H", "H", "H", "H", "H"],
  "coordinates": [[-0.82, 0.21, 0.10], [-2.27, 0.73, -0.10], [1.49, 0.41, -0.02], [1.06, -1.11, -0.01], [0.22, 1.05, 0.09], [-0.35, -1.02, 0.06], [-3.61, -0.13, -0.04], [-2.14, 1.76, -0.23], [2.04, 0.59, 0.83], [2.18, 0.67, -0.95], [1.29, -1.59, -1.06], [1.61, -1.79, 0.72], [0.23, 2.10, 0.30], [-0.92, -1.87, 0.31]]
}


Version b
{
  "formula": "C4H7N2S",
  "method": "wB97M-V/def2-TZVPD",
  "molar_mass_g_mol": 115.2,
  "homo_energy_ev": -13.581,
  "charge": 1,
  "homo_lumo_gap_ha": 0.3159,
  "symbols": ["C", "C", "C", "C", "N", "N", "S", "H", "H", "H", "H", "H", "H", "H"],
  "coordinates": [[-0.47, 0.53, -0.08], [-1.76, 1.91, 0.13], [1.06, -0.96, -0.82], [0.89, -1.09, 0.72], [0.18, 0.22, -1.17], [-0.20, -0.18, 1.00], [-2.36, 2.42, 1.49], [-2.07, 2.14, -0.96], [2.11, -0.59, -0.94], [0.85, -1.97, -1.31], [0.79, -2.17, 1.11], [1.65, -0.56, 1.26], [0.12, 0.50, -2.17], [-0.80, -0.20, 1.74]]
}


Here is how they stack up, most stable first: version a, version b.


Version a
{
  "formula": "C3H6NO2",
  "method": "wB97M-V/def2-TZVPD",
  "molar_mass_g_mol": 88.1,
  "homo_energy_ev": -13.778,
  "charge": 1,
  "homo_lumo_gap_ha": 0.3519,
  "symbols": ["C", "C", "C", "N", "O", "O", "H", "H", "H", "H", "H", "H"],
  "coordinates": [[2.92, -0.09, -0.31], [1.57, 0.14, -0.31], [-0.29, -0.07, -0.70], [-0.87, 0.17, 0.62], [2.40, 1.26, -0.18], [2.13, -0.59, 0.79], [3.79, -0.48, -0.76], [-0.36, -1.10, -1.04], [-0.52, 0.68, -1.44], [-1.89, 0.04, 0.60], [-0.66, 1.13, 0.93], [-0.45, -0.47, 1.31]]
}


Version b
{
  "formula": "C3H6NO2",
  "method": "wB97M-V/def2-TZVPD",
  "molar_mass_g_mol": 88.1,
  "homo_energy_ev": -14.688,
  "charge": 1,
  "homo_lumo_gap_ha": 0.3401,
  "symbols": ["C", "C", "C", "N", "O", "O", "H", "H", "H", "H", "H", "H"],
  "coordinates": [[2.12, -0.24, 0.36], [0.09, -1.61, 0.02], [-1.52, 0.84, 0.07], [0.58, -0.45, 0.13], [2.67, 0.59, -0.30], [-0.06, 0.75, -0.02], [-0.99, -1.86, -0.23], [0.68, -2.34, 0.47], [-1.75, 1.95, 0.26], [-2.09, 0.46, 0.92], [-1.94, 0.67, -0.90], [2.22, 1.25, -0.79]]
}


Here is how they stack up, most stable first: version a, version b.


Version a
{
  "formula": "C3H6NO2",
  "method": "wB97M-V/def2-TZVPD",
  "molar_mass_g_mol": 88.1,
  "homo_energy_ev": -12.245,
  "charge": 1,
  "homo_lumo_gap_ha": 0.2068,
  "symbols": ["C", "C", "C", "N", "O", "O", "H", "H", "H", "H", "H", "H"],
  "coordinates": [[0.79, -0.29, 0.68], [-0.27, -0.47, 0.11], [2.39, 0.87, 1.94], [-3.17, -0.95, -2.72], [1.93, -0.06, 1.17], [3.63, 0.82, 2.27], [-1.07, -0.90, -0.31], [1.85, 1.84, 2.17], [-2.93, -0.57, -3.64], [-2.91, -0.48, -1.87], [-4.12, -1.03, -2.91], [3.88, 1.20, 3.13]]
}


Version b
{
  "formula": "C3H6NO2",
  "method": "wB97M-V/def2-TZVPD",
  "molar_mass_g_mol": 88.1,
  "homo_energy_ev": -15.056,
  "charge": 1,
  "homo_lumo_gap_ha": 0.3942,
  "symbols": ["C", "C", "C", "N", "O", "O", "H", "H", "H", "H", "H", "H"],
  "coordinates": [[-0.25, 0.97, -2.06], [0.03, 0.20, 0.81], [0.13, 0.94, -0.37], [-0.38, -1.14, 0.63], [-0.98, 0.13, -2.48], [0.45, 1.91, -2.58], [0.21, 0.47, 1.83], [0.39, 2.04, -0.09], [0.20, -1.67, -0.07], [-1.38, -1.32, 0.24], [-0.27, -1.56, 1.50], [0.50, 1.73, -3.47]]
}


Here is how they stack up, most stable first: version b, version a.


Version a
{
  "formula": "C3H6NO2",
  "method": "wB97M-V/def2-TZVPD",
  "molar_mass_g_mol": 88.1,
  "homo_energy_ev": -14.125,
  "charge": 1,
  "homo_lumo_gap_ha": 0.3605,
  "symbols": ["C", "C", "C", "N", "O", "O", "H", "H", "H", "H", "H", "H"],
  "coordinates": [[0.16, 1.00, -0.96], [0.58, 1.06, 0.55], [0.07, -0.24, -0.03], [-0.95, -1.18, 0.31], [1.99, 0.17, 0.65], [1.35, -0.91, 0.04], [-0.80, 1.61, -1.02], [0.83, 1.00, -1.84], [0.21, 1.78, 1.34], [-1.12, -1.86, -0.48], [-1.77, -0.53, 0.49], [-0.56, -1.89, 0.97]]
}


Version b
{
  "formula": "C3H6NO2",
  "method": "wB97M-V/def2-TZVPD",
  "molar_mass_g_mol": 88.1,
  "homo_energy_ev": -14.542,
  "charge": 1,
  "homo_lumo_gap_ha": 0.3805,
  "symbols": ["C", "C", "C", "N", "O", "O", "H", "H", "H", "H", "H", "H"],
  "coordinates": [[0.36, 0.72, -1.10], [0.65, -0.69, -0.99], [-0.23, -0.07, 0.07], [0.18, 0.05, 1.48], [-0.22, -0.20, -2.06], [-1.64, -0.26, 0.13], [0.84, 1.71, -1.23], [1.36, -1.44, -1.25], [-0.55, 0.57, 1.86], [1.12, 0.51, 1.71], [0.21, -0.86, 2.05], [-2.09, -0.04, -0.66]]
}


Here is how they stack up, most stable first: version b, version a.


Version a
{
  "formula": "C4H17NO3PSn",
  "method": "wB97M-V/def2-TZVPD",
  "molar_mass_g_mol": 276.9,
  "homo_energy_ev": -11.289,
  "charge": 1,
  "homo_lumo_gap_ha": 0.2422,
  "symbols": ["C", "Sn", "N", "H", "H", "H", "H", "H", "H", "H", "H", "C", "O", "P", "O", "C", "O", "C", "H", "H", "H", "H", "H", "H", "H", "H", "H"],
  "coordinates": [[-0.83, 1.34, -2.76], [-0.12, 0.25, 0.01], [1.13, -1.78, -1.14], [-0.92, 1.53, 0.87], [-0.06, 1.63, -2.02], [-1.49, 2.19, -2.95], [-1.44, 0.51, -2.37], [-0.32, 1.05, -3.67], [0.88, -2.71, -0.77], [2.15, -1.68, -1.06], [0.90, -1.77, -2.14], [-1.97, -0.08, 4.63], [-1.05, -0.96, 3.92], [-0.61, -0.72, 2.38], [1.02, -0.88, 2.41], [1.73, 0.16, 3.11], [-0.94, -2.01, 1.42], [-0.70, -3.39, 1.80], [-2.94, -0.07, 4.10], [-1.57, 0.94, 4.69], [-2.10, -0.48, 5.63], [1.66, 1.13, 2.59], [1.35, 0.29, 4.14], [2.77, -0.15, 3.15], [0.28, -3.72, 1.41], [-0.76, -3.55, 2.89], [-1.49, -3.95, 1.30]]
}


Version b
{
  "formula": "C4H17NO3PSn",
  "method": "wB97M-V/def2-TZVPD",
  "molar_mass_g_mol": 276.9,
  "homo_energy_ev": -10.356,
  "charge": 1,
  "homo_lumo_gap_ha": 0.2442,
  "symbols": ["C", "Sn", "N", "H", "H", "H", "H", "H", "H", "H", "H", "C", "O", "P", "O", "C", "O", "C", "H", "H", "H", "H", "H", "H", "H", "H", "H"],
  "coordinates": [[-1.60, 0.89, -2.95], [-1.61, 1.32, -0.82], [0.18, 2.60, -0.52], [-3.01, 1.06, 0.21], [-2.87, 2.29, -0.14], [-2.72, 0.75, -3.01], [-0.99, 0.00, -3.35], [-1.27, 1.92, -3.28], [1.04, 2.04, -0.60], [0.10, 3.04, 0.40], [0.14, 3.32, -1.24], [0.03, -3.10, 0.83], [0.06, -2.07, -0.20], [0.08, -0.43, -0.04], [0.52, -0.26, 1.49], [-0.33, -0.36, 2.63], [1.51, 0.03, -0.73], [2.83, -0.36, -0.27], [-0.02, -4.08, 0.33], [-0.84, -2.98, 1.47], [0.95, -3.06, 1.42], [-1.39, -0.21, 2.41], [-0.23, -1.35, 3.10], [-0.05, 0.39, 3.38], [3.19, 0.31, 0.53], [2.80, -1.40, 0.09], [3.49, -0.29, -1.14]]
}


Here is how they stack up, most stable first: version a, version b.


Version a
{
  "formula": "CH5PS",
  "method": "wB97M-V/def2-TZVPD",
  "molar_mass_g_mol": 80.1,
  "homo_energy_ev": -8.868,
  "charge": 0,
  "homo_lumo_gap_ha": 0.2782,
  "symbols": ["C", "P", "S", "H", "H", "H", "H", "H"],
  "coordinates": [[1.60, 0.84, 0.03], [-3.17, -1.85, -0.11], [-3.53, -0.05, 0.10], [2.15, -0.01, -0.21], [1.79, 0.44, 1.06], [2.22, 1.71, -0.32], [0.71, 0.63, -0.41], [-1.76, -1.71, -0.14]]
}


Version b
{
  "formula": "CH5PS",
  "method": "wB97M-V/def2-TZVPD",
  "molar_mass_g_mol": 80.1,
  "homo_energy_ev": [-9.101, -8.443],
  "charge": 0,
  "homo_lumo_gap_ha": [0.3043, 0.2368],
  "symbols": ["C", "P", "S", "H", "H", "H", "H", "H"],
  "coordinates": [[-0.72, -0.42, -0.58], [0.76, 1.34, 0.84], [1.23, 2.56, 2.51], [-1.24, -0.98, 0.11], [0.32, -0.70, -0.86], [-1.32, 0.21, -1.36], [1.06, 2.14, -0.32], [2.02, 0.56, 0.55]]
}


Here is how they stack up, most stable first: version a, version b.


Version a
{
  "formula": "C5H8ClN",
  "method": "wB97M-V/def2-TZVPD",
  "molar_mass_g_mol": 117.6,
  "homo_energy_ev": -9.285,
  "charge": 0,
  "homo_lumo_gap_ha": 0.3747,
  "symbols": ["C", "C", "C", "C", "C", "N", "Cl", "H", "H", "H", "H", "H", "H", "H", "H"],
  "coordinates": [[2.40, -1.35, -0.97], [2.35, -0.23, -0.30], [0.04, 0.59, -0.19], [-1.03, 1.58, -0.51], [-0.37, -0.52, 0.67], [1.18, 0.85, -0.68], [3.46, 0.42, 0.79], [3.32, -2.11, -0.81], [1.75, -1.50, -1.77], [-0.52, 2.59, -0.43], [-1.74, 1.48, 0.29], [-1.36, 1.38, -1.52], [-0.60, -0.01, 1.64], [0.51, -1.22, 0.93], [-1.24, -1.08, 0.31]]
}


Version b
{
  "formula": "C5H8ClN",
  "method": "wB97M-V/def2-TZVPD",
  "molar_mass_g_mol": 117.6,
  "homo_energy_ev": -9.319,
  "charge": 0,
  "homo_lumo_gap_ha": 0.3730,
  "symbols": ["C", "C", "C", "C", "C", "N", "Cl", "H", "H", "H", "H", "H", "H", "H", "H"],
  "coordinates": [[-1.04, 0.23, 0.21], [0.10, -0.29, 0.63], [0.04, -1.67, 1.92], [-1.30, 1.07, -1.02], [1.47, -0.15, 0.13], [1.10, -2.07, 2.38], [-1.57, -2.28, 2.22], [-1.96, -0.13, 0.71], [-1.56, 2.04, -0.50], [-0.29, 1.27, -1.48], [-2.14, 0.69, -1.53], [1.40, -0.31, -0.89], [1.97, 0.83, 0.18], [2.00, -0.89, 0.73], [0.97, -2.83, 3.13]]
}


Here is how they stack up, most stable first: version a, version b.


Version a
{
  "formula": "C3H4Cl2S",
  "method": "wB97M-V/def2-TZVPD",
  "molar_mass_g_mol": 143.0,
  "homo_energy_ev": -9.350,
  "charge": 0,
  "homo_lumo_gap_ha": 0.3674,
  "symbols": ["C", "C", "C", "S", "Cl", "Cl", "H", "H", "H", "H"],
  "coordinates": [[-0.34, -0.23, -0.63], [-1.05, 0.21, 0.70], [1.11, -0.08, -0.04], [0.50, -0.21, 1.59], [1.91, 1.45, -0.42], [2.21, -1.34, -0.69], [-0.57, -1.23, -1.05], [-0.61, 0.53, -1.41], [-1.31, 1.29, 0.75], [-1.85, -0.39, 1.20]]
}


Version b
{
  "formula": "C3H4Cl2S",
  "method": "wB97M-V/def2-TZVPD",
  "molar_mass_g_mol": 143.0,
  "homo_energy_ev": -9.677,
  "charge": 0,
  "homo_lumo_gap_ha": 0.3713,
  "symbols": ["C", "C", "C", "S", "Cl", "Cl", "H", "H", "H", "H"],
  "coordinates": [[1.41, 0.60, -0.47], [0.17, 0.05, -0.39], [-0.14, -1.34, -0.44], [-1.31, -1.90, 1.02], [1.33, -2.30, -0.54], [-1.21, -1.58, -1.86], [1.34, 1.61, -0.61], [2.22, -0.11, -0.39], [-0.67, 0.71, -0.48], [-0.81, -1.21, 2.04]]
}


Here is how they stack up, most stable first: version a, version b.